Record 1
ORCA calculation (ωB97M-V/def2-TZVPD) on a cluster of 5 separate species, H10O5 in total.

Last column: natural (NBO) charge in e.
Element x y z (Å)
O (0.16218, -0.25620, -0.74905)  -0.920
H (-0.63217, 0.13818, -0.37161)  0.454
H (-0.17382, -0.92753, -1.35355)  0.467
O (2.31656, -3.33797, -2.13416)  -0.937
H (2.45872, -2.47716, -2.54379)  0.470
H (3.20037, -3.71774, -2.07372)  0.467
O (-0.39559, 3.92874, 2.68200)  -0.938
H (-0.67558, 3.97648, 1.76095)  0.470
H (-1.13633, 4.30319, 3.17198)  0.468
O (-2.67234, -0.82540, -1.60629)  -0.935
H (-2.34969, -0.68123, -0.70958)  0.461
H (-3.61879, -0.65357, -1.54544)  0.472
O (0.93838, 0.19663, 1.50602)  -0.935
H (1.05308, 0.85594, 2.19966)  0.465
H (1.52502, -0.52237, 1.76657)  0.470

## Properties
Net charge: 0
SMILES: O.O.O.O.O
Frontier orbital gap (eV): 11.3
Calculated total energy (Ha): -382.16089

***

Record 2
ORCA calculation (ωB97M-V/def2-TZVPD) on a cluster of 2 separate species, C12H29BN7O in total.

Last column: natural (NBO) charge in e.
Element x y z (Å)
C (2.59024, 2.79570, -2.22823)  -0.436
N (2.60213, 2.74397, -3.72271)  -0.677
C (4.00758, 2.90833, -4.20384)  -0.426
B (1.67277, 3.69705, -4.34215)  1.196
O (1.86229, 4.00621, -5.74285)  -0.913
N (0.54006, 4.41487, -3.63747)  -0.823
C (-0.47024, 3.81158, -3.00809)  0.602
N (-0.48179, 2.37070, -2.96964)  -0.468
C (-1.65946, 2.13829, -2.20924)  0.454
C (-1.95327, 0.60563, -1.97643)  -0.540
C (-1.94868, 0.14985, -0.45499)  0.115
N (-1.16682, 0.59034, 0.48480)  -0.549
N (-2.35249, 3.30774, -1.80907)  -0.373
N (-1.58286, 4.32411, -2.30475)  -0.384
H (2.23081, 3.77834, -1.78747)  0.184
H (1.91926, 1.96142, -1.83401)  0.211
H (3.63399, 2.59545, -1.80805)  0.226
H (4.41401, 3.96516, -4.06769)  0.194
H (4.03609, 2.71301, -5.32849)  0.235
H (4.70748, 2.16418, -3.70740)  0.217
H (1.22550, 3.45891, -6.24203)  0.506
H (0.57992, 5.44407, -3.64981)  0.441
H (-1.23154, -0.02250, -2.59118)  0.294
H (-3.00119, 0.40953, -2.39541)  0.260
H (-2.67584, -0.68151, -0.16209)  0.209
H (-0.55434, 1.30554, 0.05912)  0.318
H (-3.22479, 3.33712, -1.27858)  0.473
H (-1.77439, 5.32992, -2.21085)  0.452
C (-2.39890, -1.70788, 3.08861)  -0.619
C (-1.80749, -2.94380, 3.75460)  -0.215
N (-0.96626, -3.73103, 2.86302)  -0.457
C (-0.66315, -5.06393, 3.37587)  -0.207
C (0.15259, -5.15996, 4.66429)  -0.635
C (0.15082, -3.02706, 2.24461)  -0.215
C (1.15618, -2.33811, 3.16680)  -0.636
H (-2.92168, -1.97016, 2.16455)  0.195
H (-3.12085, -1.23407, 3.75863)  0.213
H (-1.63245, -0.96488, 2.85621)  0.211
H (-2.64879, -3.56344, 4.08290)  0.199
H (-1.27017, -2.63961, 4.66251)  0.163
H (-0.16102, -5.64569, 2.59568)  0.193
H (-1.61391, -5.58383, 3.54093)  0.191
H (1.20000, -4.90503, 4.50058)  0.200
H (0.13115, -6.18904, 5.03462)  0.216
H (-0.24507, -4.52202, 5.45619)  0.205
H (-0.25778, -2.26957, 1.56583)  0.184
H (0.69128, -3.71385, 1.58500)  0.197
H (0.67185, -1.72501, 3.93017)  0.205
H (1.79464, -1.67234, 2.57747)  0.206
H (1.81456, -3.05268, 3.65957)  0.207

## Properties
Net charge: +1
Frontier orbital gap (eV): 6.0
Calculated total energy (Ha): -957.77258

***

Record 3
ORCA calculation (ωB97M-V/def2-TZVPD) on a cluster of 2 separate species, C4H8O in total.

Last column: natural (NBO) charge in e.
Element x y z (Å)
C (-1.53028, -1.09462, 0.30338)  -0.814
C (0.62274, 0.21044, 0.77404)  0.064
C (1.52001, -0.16431, -0.37672)  -0.198
O (1.71970, 1.27309, -0.41685)  -0.465
C (0.35407, 1.49339, 0.02806)  -0.199
H (-2.33721, -0.36874, 0.41151)  0.218
H (-1.87441, -2.08506, 0.60140)  0.226
H (-1.24560, -1.14181, -0.75208)  0.210
H (-0.70308, -0.80594, 1.01385)  0.228
H (1.11240, -0.55038, -1.32294)  0.170
H (2.43623, -0.69332, -0.09952)  0.194
H (0.27168, 2.38589, 0.65539)  0.194
H (-0.34625, 1.54138, -0.81951)  0.172

## Properties
Net charge: 0
Frontier orbital gap (eV): 8.9
Calculated total energy (Ha): -232.24279

***

Record 4
ORCA calculation (ωB97M-V/def2-TZVPD) on a cluster of 5 separate species, C14H39NO6 in total.

Last column: natural (NBO) charge in e.
Element x y z (Å)
C (0.07463, -2.88953, 4.59281)  -0.248
O (-0.70795, -2.74889, 3.39221)  -0.562
C (-0.63683, -1.40807, 2.78650)  -0.070
C (-1.77105, -1.21141, 1.83410)  -0.272
N (-1.48669, -1.86454, 0.56294)  -0.659
C (-2.61117, -2.03878, -0.42461)  -0.245
C (-3.69526, -2.88431, 0.32743)  -0.091
O (-3.04668, -4.01121, 0.94107)  -0.551
C (-3.63165, -4.43391, 2.10815)  -0.239
H (-0.02235, -2.09704, 5.33488)  0.172
H (1.11096, -3.00360, 4.27483)  0.170
H (-0.24372, -3.83835, 5.02466)  0.192
H (0.28478, -1.21382, 2.23786)  0.175
H (-0.67868, -0.64798, 3.56663)  0.177
H (-1.90188, -0.13001, 1.79443)  0.209
H (-2.66430, -1.60814, 2.31661)  0.180
H (-1.48864, -2.79229, 0.96216)  0.386
H (-2.24595, -2.48591, -1.34916)  0.209
H (-2.89585, -1.01437, -0.66471)  0.205
H (-4.55445, -3.17062, -0.27914)  0.181
H (-4.17148, -2.29109, 1.10807)  0.169
H (-3.97598, -3.64228, 2.77362)  0.166
H (-2.88989, -5.08653, 2.56857)  0.197
H (-4.49969, -5.06830, 1.92881)  0.158
C (0.71896, -1.96425, -3.13873)  -0.646
C (1.75285, -2.52542, -4.20019)  -0.068
O (2.94964, -1.75616, -4.15914)  -0.720
H (1.18857, -1.00211, -2.93413)  0.226
H (0.72722, -2.54860, -2.21865)  0.205
H (-0.29947, -1.93397, -3.52602)  0.208
H (1.34086, -2.39929, -5.20142)  0.166
H (1.88199, -3.59662, -4.04539)  0.162
H (3.59636, -2.29961, -3.70304)  0.467
C (-0.21490, 2.97546, 3.93188)  -0.637
C (-0.08257, 2.35848, 2.55368)  -0.054
O (-1.34254, 2.43448, 1.94372)  -0.750
H (-1.11499, 3.57177, 4.08137)  0.231
H (0.57088, 3.73004, 3.96728)  0.206
H (-0.07559, 2.20642, 4.69167)  0.206
H (0.18494, 1.30394, 2.48673)  0.148
H (0.70923, 2.89622, 2.03215)  0.153
H (-1.36853, 2.02391, 1.07633)  0.493
C (1.53846, 2.40170, -0.68075)  -0.655
C (1.14995, 0.95904, -0.23937)  -0.057
O (-0.31723, 0.82996, -0.37490)  -0.775
H (1.39954, 2.27610, -1.75454)  0.215
H (2.62083, 2.52634, -0.64838)  0.221
H (0.96318, 3.30465, -0.47622)  0.226
H (1.40253, 0.74786, 0.79972)  0.152
H (1.77302, 0.24487, -0.77775)  0.174
H (-0.59014, -0.03589, -0.06280)  0.494
C (2.05419, 4.85321, -4.14117)  -0.625
C (3.46891, 5.21309, -4.30608)  -0.071
O (4.24762, 4.61524, -3.30256)  -0.719
H (1.44641, 5.63808, -4.59137)  0.211
H (1.72599, 4.85980, -3.10178)  0.218
H (1.85828, 3.88023, -4.59176)  0.207
H (3.60572, 6.26711, -4.06437)  0.152
H (3.77113, 5.06024, -5.34212)  0.162
H (5.10828, 4.46490, -3.70037)  0.466

## Properties
Net charge: 0
SMILES: COCCNCCOC.CCO.CCO.CCO.CCO
Frontier orbital gap (eV): 10.2
Calculated total energy (Ha): -1062.84124

***

Record 5
ORCA calculation (ωB97M-V/def2-TZVPD) on a structure of composition C5H9NO.

Last column: natural (NBO) charge in e.
Element x y z (Å)
C (0.31275, 1.71391, -1.40953)  -0.595
C (-0.33065, 0.60842, -0.58355)  -0.315
C (0.70991, -0.43535, -0.04587)  -0.482
C (0.16928, -1.38023, 0.97589)  0.043
O (-0.69189, -2.30807, 0.40062)  -0.714
C (-1.08031, 1.13376, 0.57253)  0.292
N (-1.21171, 0.69125, 1.68978)  -0.537
H (0.83873, 1.28819, -2.26944)  0.210
H (1.03612, 2.28012, -0.80900)  0.209
H (-0.44690, 2.41426, -1.77486)  0.224
H (-1.07662, 0.07841, -1.18643)  0.243
H (1.06870, -0.98824, -0.93311)  0.244
H (1.56417, 0.10415, 0.37905)  0.220
H (-0.80970, -0.36448, 2.28474)  0.304
H (0.91636, -1.79824, 1.65040)  0.172
H (-0.96952, -2.92549, 1.08978)  0.481

## Properties
Net charge: 0
Frontier orbital gap (spin up / spin down) (eV): 7.7 / 7.8
Calculated total energy (Ha): -325.75697

***

Record 6
ORCA calculation (ωB97M-V/def2-TZVPD) on a structure of composition C16H15BrEr.

Last column: natural (NBO) charge in e.
Element x y z (Å)
C (0.37701, 0.83831, -2.62827)  -0.373
C (1.67801, 1.43869, -2.68762)  -0.362
C (2.65004, 0.44700, -2.30107)  -0.461
H (1.90922, 2.43998, -3.05203)  0.251
C (1.94751, -0.77929, -2.09192)  -0.346
C (0.54151, -0.53726, -2.26481)  -0.320
H (-0.18688, -1.32648, -2.40072)  0.260
H (-0.52365, 1.26571, -3.06436)  0.274
H (3.74264, 0.55241, -2.34692)  0.243
H (2.40165, -1.75163, -1.93003)  0.236
Er (1.35341, 0.95860, -0.31753)  1.788
Br (1.45920, 3.51783, 0.13853)  -0.561
C (-3.49576, 0.54604, 0.65536)  -0.377
C (-3.43117, -0.51300, -0.29387)  -0.363
C (-3.39102, 0.04000, -1.60673)  -0.384
H (-3.57299, -1.57257, -0.06134)  0.177
C (-3.37175, 1.46350, -1.46787)  -0.374
C (-3.42748, 1.77706, -0.07477)  -0.366
H (-3.37443, 2.76792, 0.35705)  0.183
H (-3.58150, 0.44398, 1.72989)  0.180
H (-3.44621, -0.51494, -2.53660)  0.178
H (-3.27834, 2.18252, -2.27450)  0.177
C (1.94720, -1.60969, 3.79603)  -0.260
C (2.82542, -1.57681, 2.70345)  -0.205
C (2.35211, -1.06639, 1.47016)  -0.314
C (1.05657, -0.57974, 1.46885)  -0.511
C (0.11357, -0.72686, 2.46262)  -0.216
C (0.60832, -1.22421, 3.68582)  -0.192
H (2.32111, -1.96122, 4.75292)  0.201
H (3.85368, -1.94223, 2.76268)  0.195
H (2.99255, -1.16386, 0.56892)  0.201
H (-0.95709, -0.53379, 2.32075)  0.240
H (-0.09246, -1.29957, 4.52793)  0.200

## Properties
2S+1: 4
Net charge: -1
Frontier orbital gap (spin up / spin down) (eV): 5.0 / 5.0
<S²>: 3.75
Calculated total energy (Ha): -4207.74476

***

Record 7
ORCA calculation (ωB97M-V/def2-TZVPD) on a cluster of 17 separate species, C3H39O17 in total.

Last column: natural (NBO) charge in e.
Element x y z (Å)
C (1.05632, -0.70047, 0.16944)  -0.635
C (-0.13968, -0.42247, -0.77456)  0.097
C (-0.77468, -1.71147, -1.18356)  -0.626
O (-1.01568, 0.41553, -0.08956)  -0.976
H (0.87932, -1.17247, 1.09044)  0.208
H (1.52332, 0.16553, 0.45044)  0.199
H (1.72232, -1.28547, -0.41456)  0.195
H (0.35832, -0.02147, -1.61956)  0.115
H (-1.75468, -1.47847, -1.80256)  0.193
H (-1.18568, -2.24347, -0.34656)  0.211
H (-0.05868, -2.34947, -1.68756)  0.203
O (0.25332, -3.10047, 2.54844)  -0.981
H (-0.40268, -2.50947, 2.19144)  0.503
H (0.37132, -2.89947, 3.44544)  0.484
O (0.25432, 0.22653, 3.65944)  -1.005
H (-0.43268, -0.33947, 3.30144)  0.478
H (0.16432, 0.88553, 2.95144)  0.483
O (1.14132, 0.79253, -4.44656)  -0.942
H (0.21932, 0.84753, -4.33656)  0.474
H (1.32632, 0.18753, -5.14856)  0.469
O (3.70332, 0.96453, 1.40744)  -0.989
H (3.00232, 1.55553, 1.69444)  0.507
H (4.33732, 1.35753, 0.79944)  0.474
O (-3.96868, 0.56953, -3.09356)  -0.911
H (-3.09668, 0.59053, -3.44556)  0.482
H (-4.33968, -0.22947, -3.32356)  0.476
O (2.46832, -3.77347, 1.15044)  -0.966
H (1.61832, -3.61847, 1.54944)  0.494
H (2.25732, -4.33547, 0.39944)  0.449
O (4.68632, -0.82547, -0.85656)  -0.944
H (4.07532, -0.43847, -0.26456)  0.486
H (4.27032, -0.68047, -1.73656)  0.456
O (-1.48468, -1.06747, 2.12944)  -1.012
H (-1.16868, -0.67347, 1.29044)  0.522
H (-2.40468, -0.87847, 2.19544)  0.491
O (2.63432, -0.93647, 4.28444)  -0.951
H (3.37132, -1.31347, 3.67844)  0.457
H (2.05232, -0.72247, 3.56544)  0.486
O (1.89132, 2.37753, -1.28656)  -0.956
H (2.59632, 2.63153, -1.86856)  0.488
H (1.61832, 1.49053, -1.40456)  0.490
O (-4.11968, -2.48847, -1.12656)  -0.973
H (-3.89268, -1.59447, -0.82356)  0.495
H (-5.04868, -2.37147, -1.23356)  0.450
O (-3.58868, 0.18453, -0.51256)  -1.029
H (-2.63068, 0.26653, -0.38556)  0.507
H (-3.64568, 0.35553, -1.48456)  0.480
O (-3.69368, 2.85753, -0.82056)  -0.973
H (-3.53368, 1.92553, -0.69156)  0.476
H (-3.26268, 3.09753, -1.63256)  0.468
O (-0.88368, 2.58153, -1.50256)  -1.020
H (-0.82868, 1.80553, -0.89256)  0.490
H (0.02832, 2.66253, -1.86556)  0.468
O (2.05232, 3.34553, 1.32144)  -0.991
H (2.12832, 2.85153, 0.52144)  0.469
H (1.18432, 2.96453, 1.51944)  0.491
O (-0.26468, 2.13453, 1.73744)  -0.983
H (-0.52968, 1.62553, 0.98044)  0.513
H (-1.09568, 2.46553, 2.06944)  0.487

## Properties
Net charge: -1
Frontier orbital gap (eV): 8.3
Calculated total energy (Ha): -1416.83454

***

Record 8
ORCA calculation (ωB97M-V/def2-TZVPD) on the molecule C13H13N.

Last column: natural (NBO) charge in e.
Element x y z (Å)
C (-0.10176, -1.54429, -1.83299)  0.243
C (-3.42989, 0.59553, 1.48710)  -0.182
C (-2.12516, 0.71809, 2.01750)  -0.211
C (-3.52874, -0.13743, 0.24965)  -0.203
C (-1.04777, 0.12932, 1.37589)  -0.198
C (-2.50466, -0.62592, -0.46031)  -0.177
C (-1.19543, -0.51836, 0.13118)  -0.070
C (1.46806, 1.59815, -0.07777)  -0.482
C (1.30739, -1.02974, 0.07391)  -0.436
C (1.39623, 1.15209, -1.49653)  -0.107
C (-0.05345, -0.93905, -0.59028)  -0.041
C (1.97569, 0.23006, -0.42130)  -0.069
C (3.51674, -0.05930, -0.52739)  -0.593
N (-0.33516, -2.02558, -2.86592)  -0.305
H (-4.26658, 0.99383, 1.97704)  0.215
H (-1.96433, 1.35115, 2.84803)  0.213
H (-4.52664, -0.45951, 0.04385)  0.210
H (-0.02951, 0.23064, 1.84866)  0.221
H (-2.61988, -1.08530, -1.37591)  0.226
H (2.12981, 2.28571, 0.37926)  0.228
H (0.51683, 1.53976, 0.41716)  0.226
H (1.33569, -1.08455, 1.12610)  0.220
H (1.84405, -1.90412, -0.24537)  0.229
H (0.76924, 1.08198, -2.37386)  0.220
H (3.55638, -0.70914, -1.36274)  0.211
H (3.86548, -0.62675, 0.35905)  0.202
H (4.04739, 0.84273, -0.70402)  0.212

## Properties
Net charge: 0
Frontier orbital gap (spin up / spin down) (eV): 7.8 / 7.1
Calculated total energy (Ha): -557.73356